No. 1
The following is a DFT calculation (the ωB97M-V functional and the def2-TZVPD basis) of a 2-piece molecular cluster, C6H14ClN overall at a distorted geometry.

Atoms and positions in Å:
C 0.23 0.93 -1.80
C -0.86 1.59 0.43
C 1.78 1.34 0.19
C -1.34 -2.42 -0.16
C 0.37 1.22 -0.36
C -0.17 -1.74 0.49
N -0.34 -0.96 1.62
Cl 1.54 -2.38 0.27
H 0.38 -0.09 -2.13
H 1.10 1.42 -2.42
H -0.71 1.43 -2.18
H -1.39 0.70 0.67
H -1.40 2.17 -0.35
H -0.73 2.14 1.31
H 1.94 0.69 1.10
H 2.54 1.02 -0.50
H 2.11 2.39 0.62
H -2.19 -2.09 0.36
H -1.21 -3.56 -0.18
H -1.24 -1.96 -1.11
H -0.96 -1.41 2.30
H 0.57 -0.42 1.84

Energy, eV: -20457.519
Orbital gap (spin up / spin down), eV: 7.496 / 7.676
Net charge: 0

***

No. 2
The following is a DFT calculation (the ωB97M-V functional and the def2-TZVPD basis) of an isolated ion of composition C8H13N2S and charge +1 at a distorted geometry.

Atoms and positions in Å:
C 0.00 -2.60 -2.38
C 0.21 -2.47 -0.97
C -0.56 -1.56 -2.99
C -0.31 -1.29 -0.45
C -1.45 0.36 1.07
C 0.19 2.17 1.01
C -0.61 -0.85 0.77
C 1.23 1.10 0.67
N 2.25 0.64 1.58
N -1.05 1.65 0.39
S -0.84 -0.29 -1.90
H 0.50 -3.42 -2.84
H 0.61 -3.31 -0.38
H -0.72 -1.32 -3.97
H -2.51 0.47 0.83
H -1.44 0.60 2.15
H 0.04 2.38 2.03
H 0.49 3.08 0.48
H -0.34 -1.54 1.60
H 1.43 0.85 -0.38
H 3.01 0.08 1.24
H 2.50 1.32 2.29
H -0.94 1.57 -0.61
H -1.68 2.36 0.77

Energy, eV: -22311.899
Orbital gap (spin up / spin down), eV: 7.523 / 6.384
Net charge: +1

***

No. 3
The following is a DFT calculation (the ωB97M-V functional and the def2-TZVPD basis) of C25H28N2O3 in the gas phase.

Atoms and positions in Å:
C -0.34 -4.18 2.47
H -0.87 -4.40 3.40
O -1.35 -3.88 1.54
C -1.05 -3.44 0.28
C -2.15 -2.94 -0.42
C -2.04 -2.46 -1.71
C -0.80 -2.46 -2.34
C 0.30 -2.96 -1.65
C 0.20 -3.47 -0.37
O 1.27 -4.01 0.30
C 2.51 -4.10 -0.36
H 2.44 -4.71 -1.26
H 3.18 -4.58 0.35
H 2.90 -3.11 -0.61
H 1.25 -2.96 -2.16
C -0.62 -1.86 -3.71
H -1.54 -1.95 -4.29
H 0.18 -2.39 -4.24
C -0.26 -0.38 -3.61
N -1.42 0.39 -3.20
H -1.84 -0.05 -2.39
C -1.21 1.79 -2.99
C -0.42 2.19 -1.72
O -0.13 3.56 -1.84
H 0.30 3.86 -1.03
C -1.22 1.88 -0.44
N -0.44 2.11 0.74
C 0.43 1.20 1.31
C 0.70 -0.11 0.95
C 1.62 -0.81 1.70
C 2.26 -0.23 2.80
C 1.99 1.07 3.16
C 1.07 1.80 2.42
C 0.57 3.14 2.50
C 0.83 4.21 3.36
C 0.16 5.40 3.15
C -0.74 5.54 2.11
C -1.01 4.50 1.24
C -0.35 3.29 1.44
H -1.71 4.63 0.43
H -1.25 6.48 1.97
H 0.35 6.24 3.81
H 1.53 4.10 4.17
H 2.49 1.52 4.01
H 2.97 -0.81 3.36
H 1.85 -1.83 1.44
H 0.21 -0.58 0.10
H -1.55 0.84 -0.45
H -2.10 2.53 -0.42
H 0.53 1.61 -1.68
H -0.68 2.20 -3.85
H -2.19 2.28 -2.93
H 0.60 -0.27 -2.92
H 0.05 0.00 -4.59
H -2.91 -2.11 -2.23
H -3.10 -2.94 0.09
H 0.33 -3.34 2.63
H 0.24 -5.06 2.17

Energy, eV: -35502.096
Orbital gap, eV: 8.498
Net charge: 0
Structure (SMILES): COc1ccc(CCNC[C@@H](O)Cn2c3ccccc3c3ccccc32)cc1OC

***

No. 4
The following is a DFT calculation (the ωB97M-V functional and the def2-TZVPD basis) of C22H24ClN5O2S2 in the gas phase at a distorted geometry.

Atoms and positions in Å:
N -4.98 2.10 1.75
C -4.38 2.46 0.84
O -3.74 2.81 -0.23
C -2.73 1.87 -0.59
C -3.08 0.67 -1.18
C -4.49 0.21 -1.49
C -5.49 1.28 -1.95
C -6.68 0.63 -2.67
Cl -8.15 0.62 -1.63
C -2.02 -0.19 -1.47
C -0.72 0.15 -1.21
C -0.39 1.37 -0.63
C -1.42 2.23 -0.31
N -1.12 3.52 0.28
C -1.28 3.61 1.48
S -1.44 3.74 3.02
N 0.95 1.69 -0.39
C 1.71 0.70 0.28
C 2.48 1.02 1.39
C 2.56 2.39 2.01
C 2.31 2.39 3.54
N 3.53 2.72 4.30
C 3.21 -0.01 1.97
C 3.18 -1.30 1.49
C 2.41 -1.63 0.38
C 2.41 -3.07 -0.10
C 2.80 -3.29 -1.57
O 1.69 -3.86 -2.29
C 3.96 -4.29 -1.69
N 3.60 -5.66 -1.34
C 1.68 -0.61 -0.21
S 0.64 -0.90 -1.62
H -4.88 -0.33 -0.62
H -4.39 -0.53 -2.29
H -5.02 2.03 -2.57
H -5.90 1.76 -1.07
H -6.93 1.14 -3.59
H -6.49 -0.42 -2.87
H -2.22 -1.16 -1.93
H 1.04 2.60 0.03
H 3.55 2.83 1.86
H 1.85 3.09 1.57
H 1.52 3.11 3.75
H 1.93 1.42 3.86
H 3.41 3.62 4.75
H 3.64 2.07 5.07
H 3.83 0.21 2.84
H 3.76 -2.09 1.96
H 3.13 -3.58 0.54
H 1.42 -3.51 0.07
H 3.07 -2.35 -2.05
H 1.43 -3.26 -2.99
H 4.29 -4.29 -2.73
H 4.81 -3.96 -1.10
H 3.14 -6.10 -2.12
H 3.00 -5.69 -0.53

Energy, eV: -68940.544
Orbital gap, eV: 8.157
Net charge: 0
Structure (SMILES): N#COc1c(CCCCl)cc2c(c1N=C=S)Nc1c(CCN)ccc(C[C@H](O)CN)c1S2

***

No. 5
The following is a DFT calculation (the ωB97M-V functional and the def2-TZVPD basis) of C28H16Cl5OPPd as an isolated structure.

Atoms and positions in Å:
Pd -1.02 0.84 -0.96
C 1.16 2.44 1.69
C 1.18 2.71 0.35
C 1.08 1.67 -0.61
C 0.93 0.32 -0.18
C 0.92 0.08 1.23
C 1.04 1.10 2.13
P 0.82 -0.98 -1.43
C 2.50 -1.85 -1.26
C 2.83 -2.82 -2.21
C 4.08 -3.42 -2.22
C 5.04 -3.05 -1.29
C 4.74 -2.07 -0.36
C 3.48 -1.48 -0.34
C -0.23 -2.32 -0.70
C 0.29 -3.51 -0.25
C -0.55 -4.61 0.07
C -1.89 -4.51 -0.08
C -2.48 -3.29 -0.52
C -3.89 -3.17 -0.66
C -4.43 -1.97 -1.01
C -3.61 -0.84 -1.21
C -2.23 -0.87 -1.08
C -1.66 -2.16 -0.78
H 1.21 3.25 2.41
H 1.26 3.73 -0.01
H 1.26 1.89 -1.65
H 0.80 -0.94 1.58
H 1.00 0.89 3.19
H 2.09 -3.10 -2.95
H 4.30 -4.18 -2.96
H 6.02 -3.51 -1.30
H 5.48 -1.76 0.37
H 3.26 -0.71 0.39
H 1.36 -3.64 -0.16
H -0.10 -5.53 0.42
H -2.55 -5.35 0.14
H -4.51 -4.04 -0.46
H -5.51 -1.87 -1.12
H -4.10 0.10 -1.43
Cl -1.22 6.59 3.85
C -1.44 5.63 2.41
C -1.92 4.32 2.48
Cl -2.26 3.64 4.04
C -2.11 3.56 1.35
Cl -2.67 1.94 1.43
C -1.82 4.05 0.02
O -1.95 3.36 -1.01
C -1.34 5.41 0.01
Cl -0.95 6.06 -1.55
C -1.16 6.16 1.15
Cl -0.56 7.79 1.03

Energy, eV: -106724.838
Orbital gap, eV: 4.684
Net charge: -2

***

No. 6
The following is a DFT calculation (the ωB97M-V functional and the def2-TZVPD basis) of C37H34F3GeIrN4O3S2Se as an isolated structure at a distorted geometry.

Atoms and positions in Å:
Ir 0.70 -1.96 1.70
F 1.55 0.38 7.67
C 1.62 0.74 6.37
F 2.51 1.78 6.36
F 0.44 1.30 6.09
C 2.07 -0.37 5.49
C 3.14 -1.18 5.98
C 3.61 -2.22 5.20
C 3.07 -2.42 3.95
N 2.10 -1.62 3.46
C 1.57 -0.65 4.22
S 0.29 0.14 3.38
H 3.56 -0.98 6.95
H 4.40 -2.87 5.56
H 3.40 -3.21 3.29
O 0.42 -3.68 3.18
N 0.10 -4.88 2.77
C -0.24 -5.80 3.72
C -0.62 -7.07 3.39
C -0.61 -7.47 2.05
C -0.21 -6.55 1.09
C 0.12 -5.25 1.44
S 0.53 -4.10 0.24
H -0.18 -5.42 4.73
H -0.92 -7.74 4.18
H -0.91 -8.46 1.77
H -0.15 -6.81 0.05
C 2.01 -1.36 -2.34
N 2.35 -0.28 -1.46
C 2.09 1.05 -1.64
C 2.47 1.70 -0.52
N 2.96 0.76 0.35
C 3.36 1.01 1.71
C 2.85 -0.45 -0.23
Se 3.40 -2.05 0.49
H 1.57 -0.96 -3.25
H 1.29 -2.01 -1.84
H 2.91 -1.94 -2.57
H 1.65 1.42 -2.54
H 2.40 2.74 -0.27
H 3.79 2.00 1.79
H 4.09 0.26 2.02
H 2.48 0.93 2.36
O -1.58 -1.80 1.00
C -1.28 -1.26 -0.08
O -0.14 -0.75 -0.28
C -2.28 -1.29 -1.23
C -2.97 0.04 -1.49
Ge -1.86 1.59 -2.11
C -0.67 1.25 -3.66
C 0.18 2.26 -4.13
C 1.00 2.06 -5.22
C 1.02 0.83 -5.86
C 0.17 -0.18 -5.42
C -0.67 0.03 -4.35
C -1.10 2.61 -0.59
C -0.54 3.87 -0.77
C -0.04 4.58 0.30
C -0.12 4.06 1.58
C -0.72 2.82 1.78
C -1.19 2.10 0.69
C -3.23 2.81 -2.92
C -3.20 3.17 -4.25
C -4.18 3.99 -4.80
C -5.22 4.44 -4.01
C -5.28 4.07 -2.68
C -4.29 3.27 -2.14
H -3.03 -2.06 -1.00
H -1.72 -1.61 -2.11
H -3.48 0.37 -0.59
H -3.75 -0.12 -2.24
H 0.19 3.21 -3.61
H 1.62 2.87 -5.58
H 1.68 0.66 -6.70
H 0.18 -1.14 -5.92
H -1.34 -0.75 -4.03
H -0.50 4.30 -1.77
H 0.41 5.55 0.14
H 0.27 4.61 2.42
H -0.80 2.41 2.77
H -1.63 1.13 0.86
H -2.39 2.82 -4.88
H -4.13 4.27 -5.84
H -5.99 5.07 -4.44
H -6.09 4.42 -2.06
H -4.33 3.00 -1.09

Energy, eV: -205548.455
2S+1: 2
Orbital gap (spin up / spin down), eV: 5.538 / 5.326
Net charge: -1